[1]
# C5H6ClNO

The molecule C5H6ClNO in a non-equilibrium geometry (ωB97M-V with the def2-TZVPD basis set, the OMol25 dataset).

Element x y z (Å)
N: 0.04338 -0.11341 -1.87583
C: -0.42607 0.51082 -0.64777
C: 0.75953 1.06320 0.18579
C: 1.04192 0.26706 1.23319
Cl: 2.40368 0.47945 2.27446
C: 0.03542 -0.85466 1.34516
O: -1.29483 -0.32596 1.57824
C: -0.90382 -0.64755 0.24022
H: 0.17806 0.50352 -2.65402
H: -0.71180 -0.72865 -2.22277
H: -1.26235 1.24457 -0.76012
H: 1.29317 1.89886 -0.31269
H: 0.28016 -1.78700 1.84261
H: -1.43644 -1.51024 -0.22647

Calculated values
E_HOMO ... -9.35 eV
Structure (SMILES) ... N[C@@H]1C=C(Cl)[C@H]2O[C@@H]12
Energy relative to the best compared isomer or geometry (same formula, charge and spin) ... 51.53 kcal/mol
Orbital gap ... 10.23 eV
Spin multiplicity ... 1
Largest force on an atom ... 1.4 eV/A

Results of the Löwdin charge analysis, in e, for atoms 1 through 6:
1 N 0.043
2 C -0.331
3 C -0.041
4 C -0.626
5 Cl 0.663
6 C -0.214


[2]
# C10H20Cl10

A cluster of 5 separate species, C10H20Cl10 in total in a non-equilibrium geometry (ωB97M-V with the def2-TZVPD basis set, the OMol25 dataset).

Element x y z (Å)
Cl: -18.87051 21.10579 3.65451
C: -19.11520 22.87162 3.40604
C: -19.08234 23.61315 4.70677
Cl: -17.49218 23.35918 5.53568
H: -20.09728 22.99612 2.94986
H: -18.47800 23.20137 2.58546
H: -19.94338 23.53759 5.37086
H: -19.08814 24.67622 4.46604
Cl: -18.29627 20.97115 0.17268
C: -19.39111 22.23478 -0.48758
C: -18.66980 23.08920 -1.48377
Cl: -17.95224 22.11138 -2.83202
H: -19.87485 22.82088 0.29382
H: -20.20606 21.74018 -1.01610
H: -17.91437 23.65964 -0.94338
H: -19.36218 23.81216 -1.91508
Cl: -21.94758 15.96505 -1.72863
C: -21.00118 14.41180 -1.71439
C: -20.14521 14.37224 -0.46369
Cl: -18.62833 15.35655 -0.73957
H: -20.51454 14.38539 -2.68937
H: -21.68169 13.56094 -1.74667
H: -19.76823 13.34988 -0.43586
H: -20.69209 14.73752 0.40555
Cl: -21.31315 16.98621 1.84691
C: -20.04726 18.25045 2.07783
C: -18.63022 17.59485 2.06465
Cl: -18.44280 16.41137 3.30897
H: -20.26910 18.75556 3.01791
H: -20.04939 19.02712 1.31305
H: -18.00236 18.48419 2.11906
H: -18.41632 17.14641 1.09447
Cl: -22.50136 21.64523 0.47074
C: -23.70593 20.58364 -0.27392
C: -23.75057 19.18812 0.36295
Cl: -24.32279 19.31079 2.09740
H: -23.50557 20.54871 -1.34478
H: -24.63618 21.12964 -0.11701
H: -22.81120 18.63554 0.34462
H: -24.47543 18.60890 -0.20904

Calculated values
E_HOMO ... -10.37 eV
Structure (SMILES) ... ClCCCl.ClCCCl.ClCCCl.ClCCCl.ClCCCl
Energy relative to the best compared isomer or geometry (same formula, charge and spin) ... 17.72 kcal/mol
Orbital gap ... 10.68 eV
Spin multiplicity ... 1
Largest force on an atom ... 2.6 eV/A

Results of the Löwdin charge analysis, in e, for atoms 1 through 6:
1 Cl 0.558
2 C -0.652
3 C -0.635
4 Cl 0.517
5 H 0.064
6 H 0.066


[3]
# C5H9NO

The molecule C5H9NO (ωB97M-V with the def2-TZVPD basis set, the OMol25 dataset).

Element x y z (Å)
C: -0.33514 -0.64068 1.41768
C: -0.62777 0.31411 0.29378
N: -1.70294 0.99732 0.18234
O: -2.61020 0.72408 1.20125
C: 0.33562 0.52742 -0.81283
C: 1.79626 0.19670 -0.70504
C: 0.90272 -0.66226 -1.54608
H: 0.62008 -1.15702 1.28641
H: -1.12533 -1.39003 1.51521
H: -0.29218 -0.08401 2.35963
H: -3.31633 1.35531 1.01192
H: 0.08084 1.39640 -1.41170
H: 2.47493 0.87207 -1.21479
H: 2.17825 -0.20502 0.22940
H: 0.64821 -1.65521 -1.18071
H: 0.97296 -0.58918 -2.62646

Calculated values
E_HOMO ... -9.02 eV
Structure (SMILES) ... C/C(=N\O)C1CC1
Energy relative to the best compared isomer or geometry (same formula, charge and spin) ... 67.73 kcal/mol
Orbital gap ... 10.07 eV
Spin multiplicity ... 1
Largest force on an atom ... 0.6 eV/A

Results of the Löwdin charge analysis, in e, for atoms 1 through 6:
1 C -0.019
2 C -0.319
3 N 0.020
4 O -0.071
5 C -0.249
6 C -0.121


[4]
# C33H42Br2ClF9N2O17PS

A cluster of 7 separate species, C33H42Br2ClF9N2O17PS in total in a non-equilibrium geometry (ωB97M-V with the def2-TZVPD basis set, the OMol25 dataset).

Element x y z (Å)
C: 4.32966 -0.26276 1.74267
C: 3.86136 -1.36270 2.71676
Br: 4.89789 -1.50455 4.32705
C: 2.81050 -2.15408 2.43003
Br: 2.00632 -1.81541 0.67503
N: 2.34912 -3.18209 3.29979
C: 2.75352 -4.58149 3.07216
Cl: 1.40128 -5.67094 2.47548
C: 3.82743 -4.54664 1.85598
O: 5.01779 -4.32305 2.12795
O: 3.39046 -4.77369 0.70733
P: 3.70943 -5.45587 4.49481
N: 2.66466 -6.63970 5.19646
O: 3.98055 -4.38415 5.74303
S: 1.27354 -2.81943 4.49921
O: 1.94891 -2.06617 5.53218
O: 0.79424 -4.04563 5.10604
C: -0.13699 -1.69481 4.02128
F: -0.35622 -0.88318 5.08878
F: 0.12985 -0.86860 2.98343
C: -1.51444 -2.38246 3.72755
F: -1.90377 -3.27359 4.65178
F: -2.45527 -1.36445 3.78225
C: -1.67367 -3.02002 2.29753
F: -2.40252 -4.16864 2.45876
F: -0.51829 -3.37823 1.72230
C: -2.47858 -2.15278 1.26973
F: -2.33732 -2.76361 0.06110
F: -3.80573 -2.15377 1.51281
F: -2.01543 -0.91042 1.12016
H: 5.06039 0.40086 2.24646
H: 4.73724 -0.68356 0.80941
H: 3.44925 0.38197 1.53648
H: 1.68150 -6.43201 5.02307
H: 2.86900 -7.55794 4.81652
H: 4.92657 -4.19149 5.72865
O: -7.81986 1.17996 6.33533
C: -6.96875 0.43228 5.94684
O: -7.22994 -0.79982 5.44112
C: -5.99449 -1.48511 5.16879
C: -4.95504 -0.39081 5.02389
C: -5.47536 0.67485 5.97769
H: -5.77825 -2.15603 6.00395
H: -6.10015 -2.07688 4.26096
H: -3.94730 -0.72521 5.24605
H: -4.96383 -0.00457 4.00204
H: -5.11383 0.52302 6.99632
H: -5.23772 1.67916 5.63565
O: 1.94566 1.42853 -0.62272
C: 0.81130 1.46396 -1.00238
O: -0.25919 1.49578 -0.16545
C: -1.47366 1.42592 -0.93065
C: -1.09519 1.90354 -2.31970
C: 0.34578 1.43824 -2.44179
H: -1.82861 0.39309 -0.92694
H: -2.23019 2.05905 -0.46757
H: -1.75079 1.51594 -3.10047
H: -1.13170 2.99108 -2.35879
H: 0.41729 0.41613 -2.81882
H: 0.93942 2.11190 -3.05474
O: -0.10132 4.45410 -3.20440
C: -0.37216 5.46315 -2.61474
O: -1.39602 5.55654 -1.73461
C: -1.52661 6.91448 -1.28244
C: -0.16790 7.54568 -1.52322
C: 0.31686 6.80091 -2.75893
H: -2.31856 7.39760 -1.86012
H: -1.80508 6.92066 -0.23030
H: -0.21178 8.62692 -1.64732
H: 0.49474 7.33063 -0.68241
H: -0.02178 7.27484 -3.68238
H: 1.39789 6.68301 -2.76627
O: 2.20286 -9.30654 6.04729
C: 1.00779 -9.28461 6.03380
O: 0.28145 -8.43188 5.26692
C: -1.11400 -8.57959 5.55847
C: -1.25056 -9.96722 6.15977
C: 0.08310 -10.14061 6.87268
H: -1.40781 -7.79209 6.25705
H: -1.68931 -8.46791 4.64092
H: -2.11754 -10.07021 6.81202
H: -1.33956 -10.70914 5.36274
H: 0.05847 -9.74224 7.88847
H: 0.41121 -11.17722 6.87837
O: 2.40594 1.43559 -7.96010
C: 2.16121 2.45558 -7.38240
O: 1.14864 2.58527 -6.48755
C: 1.05136 3.95623 -6.05885
C: 2.41806 4.55512 -6.33105
C: 2.87214 3.77979 -7.55698
H: 0.26180 4.44597 -6.63766
H: 0.78767 3.99228 -5.00258
H: 2.39363 5.63474 -6.47786
H: 3.08834 4.34389 -5.49404
H: 2.53005 4.24494 -8.47990
H: 3.95053 3.64376 -7.57610
O: 3.10366 6.44336 -9.44467
C: 1.95793 6.48115 -9.78523
O: 0.91854 6.51227 -8.90951
C: -0.32400 6.44034 -9.62800
C: -0.00049 6.91711 -11.03241
C: 1.43938 6.45403 -11.20551
H: -0.67565 5.40576 -9.61057
H: -1.06322 7.07133 -9.13724
H: -0.68358 6.52775 -11.78620
H: -0.04218 8.00793 -11.07240
H: 1.49705 5.43136 -11.58267
H: 2.01098 7.12630 -11.84047

Calculated values
E_HOMO ... -4.53 eV
Energy relative to the best compared isomer or geometry (same formula, charge and spin) ... 0.00 kcal/mol
Orbital gap ... 5.80 eV
Spin multiplicity ... 1
Net charge ... -1
Largest force on an atom ... 5.6 eV/A

Results of the Löwdin charge analysis, in e, for atoms 1 through 6:
1 C -0.170
2 C -0.671
3 Br 0.804
4 C -0.680
5 Br 0.859
6 N -0.242


[5]
# C4H13NO2

A cluster of 2 separate species, C4H13NO2 in total (ωB97M-V with the def2-TZVPD basis set, the OMol25 dataset).

Element x y z (Å)
C: 0.78876 1.00586 1.61638
C: 0.58873 -0.43808 1.17143
O: 1.56509 -0.80606 0.19480
C: -0.75356 -0.79395 0.53559
C: -2.01401 -0.39734 1.29730
N: -2.45499 1.01106 1.21092
H: 0.38014 1.77169 0.95830
H: 1.86445 1.23796 1.66545
H: 0.43199 1.20683 2.62168
H: 0.74922 -1.05677 2.06467
H: 2.38117 -0.32498 0.34855
H: -0.77581 -0.38239 -0.48017
H: -0.71604 -1.87810 0.38726
H: -2.85381 -0.99165 0.93369
H: -1.91390 -0.64414 2.34379
H: -2.63484 1.21119 0.23358
H: -1.69589 1.64498 1.45982
O: 2.17963 -0.64991 -5.89299
H: 1.80825 -0.44139 -6.75585
H: 3.07542 -0.28481 -5.91420

Calculated values
E_HOMO ... -9.36 eV
Structure (SMILES) ... C[C@H](O)CCN.O
Energy relative to the best compared isomer or geometry (same formula, charge and spin) ... 14.98 kcal/mol
Orbital gap ... 10.28 eV
Spin multiplicity ... 1
Largest force on an atom ... 0.8 eV/A

Results of the Löwdin charge analysis, in e, for atoms 1 through 6:
1 C -0.059
2 C -0.439
3 O -0.049
4 C -0.163
5 C -0.274
6 N -0.007


[6]
# C4H6O

The molecule C4H6O in a non-equilibrium geometry (ωB97M-V with the def2-TZVPD basis set, the OMol25 dataset).

Element x y z (Å)
C: 2.41118 -0.03970 0.21197
C: 1.13902 0.21378 -0.13776
O: -0.03961 -0.53859 -0.22230
C: -1.12279 0.35551 -0.08652
C: -2.36705 -0.08021 0.21255
H: 3.29187 0.70403 0.19299
H: 2.75308 -1.04140 0.43014
H: 0.75787 1.23506 -0.39751
H: -1.05376 1.40502 -0.02675
H: -2.52137 -1.28584 -0.09118
H: -3.27300 0.59565 0.46933

Calculated values
E_HOMO ... -8.96 eV
Structure (SMILES) ... C=COC=C
Energy relative to the best compared isomer or geometry (same formula, charge and spin) ... 58.21 kcal/mol
Orbital gap ... 10.07 eV
Spin multiplicity ... 1
Largest force on an atom ... 3.8 eV/A

Results of the Löwdin charge analysis, in e, for atoms 1 through 6:
1 C 0.017
2 C -0.221
3 O -0.066
4 C -0.251
5 C -0.002
6 H 0.088


[7]
# C21H30N4O5

The molecule C21H30N4O5 (ωB97M-V with the def2-TZVPD basis set, the OMol25 dataset).

Element x y z (Å)
C: -0.50922 1.08120 3.66346
C: 0.72127 1.18739 2.76734
C: 1.17979 -0.16752 2.18590
C: 1.59100 -1.06099 3.36250
C: 2.43760 0.05366 1.29609
O: 3.50947 -0.45273 1.56481
N: 2.21652 0.82806 0.23058
C: 3.22826 1.14021 -0.75636
C: 2.75130 0.73115 -2.15349
C: 1.59296 1.60351 -2.63244
C: 1.99181 3.07594 -2.61471
C: 2.41303 3.49318 -1.20917
C: 3.57583 2.63256 -0.72142
N: 0.11164 -0.81394 1.38331
C: 0.19241 -2.26447 1.19538
C: 0.94705 -2.60610 -0.05097
C: 2.28037 -2.77322 -0.28365
C: 2.40973 -3.04429 -1.66842
C: 1.14881 -3.02270 -2.17492
O: 0.25529 -2.75637 -1.20728
C: -0.71457 -0.10741 0.57909
O: -0.56981 1.08109 0.31526
C: -1.92766 -0.84248 0.01557
C: -2.84264 0.15015 -0.71162
N: -3.41009 1.14081 0.16181
C: -4.75899 1.12376 0.19266
O: -5.51132 1.82268 0.81312
N: -5.14153 0.07530 -0.66669
C: -4.08652 -0.55548 -1.25248
O: -4.12913 -1.48471 -2.01288
H: -1.34487 0.64226 3.12292
H: -0.80487 2.07454 3.99216
H: -0.31156 0.47870 4.54546
H: 1.55881 1.58639 3.34286
H: 0.50810 1.89816 1.97247
H: 2.27712 -1.83985 3.04021
H: 0.72633 -1.49553 3.85589
H: 2.13117 -0.45276 4.08285
H: 1.29259 1.21362 0.08101
H: 4.11030 0.55268 -0.47846
H: 3.58895 0.83259 -2.84625
H: 2.45278 -0.31931 -2.14026
H: 0.72214 1.45695 -1.98981
H: 1.30926 1.30515 -3.64397
H: 1.15562 3.69224 -2.95059
H: 2.82391 3.23438 -3.30497
H: 2.71260 4.54319 -1.20625
H: 1.56346 3.39050 -0.53112
H: 4.44381 2.79956 -1.36218
H: 3.85049 2.91181 0.29751
H: 0.70363 -2.70733 2.04426
H: -0.81129 -2.68776 1.14550
H: 3.07343 -2.69668 0.43088
H: 3.31778 -3.22929 -2.20382
H: 0.76528 -3.17559 -3.16387
H: -1.62968 -1.60721 -0.70209
H: -2.48142 -1.31319 0.83142
H: -2.28016 0.61802 -1.52954
H: -2.84047 1.82724 0.62674
H: -6.10763 -0.16563 -0.82688

Calculated values
E_HOMO ... -8.98 eV
Structure (SMILES) ... CC[C@](C)(C(=O)NC1CCCCC1)N(Cc1ccco1)C(=O)C[C@@H]1NC(=O)NC1=O
Energy relative to the best compared isomer or geometry (same formula, charge and spin) ... 3.61 kcal/mol
Orbital gap ... 9.54 eV
Spin multiplicity ... 1
Largest force on an atom ... 1.0 eV/A

Results of the Löwdin charge analysis, in e, for atoms 1 through 6:
1 C -0.070
2 C -0.177
3 C -0.343
4 C -0.025
5 C -0.432
6 O 0.059


[8]
# C13H25Cl2CsN3O3V

A structure of composition C13H25Cl2CsN3O3V in a non-equilibrium geometry (ωB97M-V with the def2-TZVPD basis set, the OMol25 dataset).

Element x y z (Å)
N: -2.09002 -0.56354 0.66550
C: -3.04999 -1.12446 1.22346
O: -3.96698 -1.63880 1.76298
Cs: -0.32507 2.84153 2.59418
V: -0.26762 0.04032 0.43233
N: 0.22820 1.97005 0.41224
N: 0.75330 -1.20534 -0.51120
C: -0.36129 2.59289 -0.80921
C: 0.15971 -2.27414 -1.33470
C: -0.13647 4.10858 -0.81265
C: 0.26170 2.00092 -2.07657
C: -1.85818 2.29484 -0.80257
C: -0.44652 -3.33421 -0.40999
C: 1.19327 -2.95004 -2.23197
C: -0.94704 -1.67066 -2.18690
H: -0.55373 4.60616 0.07713
H: -0.64717 4.54042 -1.68257
H: 0.92766 4.36811 -0.89037
H: 1.31764 2.28792 -2.16685
H: -0.26753 2.38643 -2.96131
H: 0.20681 0.89957 -2.08004
H: -2.08111 1.21315 -0.76658
H: -2.30153 2.70997 -1.72042
H: -2.36720 2.76611 0.05391
H: 0.32396 -3.78015 0.22839
H: -0.90529 -4.12486 -1.01741
H: -1.21338 -2.90250 0.24213
H: 1.92236 -3.52968 -1.65388
H: 1.72824 -2.21448 -2.84380
H: 0.67955 -3.64460 -2.90693
H: -1.40403 -2.46887 -2.78469
H: -0.54048 -0.91984 -2.87567
H: -1.72960 -1.21251 -1.56774
C: 1.69396 2.13925 0.53858
H: 2.10973 1.42818 1.27476
H: 2.23795 1.96904 -0.40865
H: 1.95941 3.16790 0.85673
C: 2.06422 -1.49973 0.07625
H: 2.29261 -0.81333 0.90320
H: 2.11627 -2.52584 0.47696
H: 2.86520 -1.39295 -0.67300
Cl: 1.56904 0.40791 4.93444
C: 0.10115 -0.60487 4.66625
Cl: -1.42175 0.29278 5.04608
C: 0.02922 -1.00575 3.18806
O: -0.10451 -2.17294 2.84009
O: 0.08866 0.03829 2.38828
H: 0.15664 -1.49625 5.29376

Calculated values
E_HOMO (spin up / spin down) ... -16.52 / -16.52 eV
Energy relative to the best compared isomer or geometry (same formula, charge and spin) ... 0.00 kcal/mol
Orbital gap (spin up / spin down) ... 6.84 / 6.81 eV
Spin multiplicity ... 1
Net charge ... +2
Largest force on an atom ... 5.7 eV/A

Results of the Löwdin charge analysis, in e, for atoms 1 through 6:
1 N 0.029
2 C -0.291
3 O 0.241
4 Cs 1.362
5 V 1.102
6 N -0.534